Arrangement i

Here is a 2-piece molecular cluster, C2H7S2 overall from the OMol25 dataset. Energies are from ωB97M-V/def2-TZVPD.

Output
HOMO energy = -2.2 eV
spin multiplicity = 1
Kohn-Sham gap = 0.1938 hartree
total charge = -1

XYZ file:
```
11
Properties=species:S:1:pos:R:3:lowdin_charge:R:1
C 1.118 -0.484 1.549 -0.52
S 2.598 0.250 0.754 0.58
H 0.508 0.404 1.679 0.01
H 1.558 -0.879 2.479 0.01
H 0.534 -1.381 1.315 0.03
H 1.797 1.179 0.123 -0.13
C -1.635 -0.549 -0.151 -0.73
S -2.427 0.309 -1.665 -0.12
H -2.009 -1.453 0.475 0.04
H -1.313 0.234 0.541 -0.05
H -0.710 -0.843 -0.422 -0.11
```



Arrangement ii

Here is a 2-piece molecular cluster, C2H7S2 overall from the OMol25 dataset. Energies are from ωB97M-V/def2-TZVPD.

Output
HOMO energy = -3.0 eV
spin multiplicity = 1
Kohn-Sham gap = 0.2505 hartree
total charge = -1

XYZ file:
```
11
Properties=species:S:1:pos:R:3:lowdin_charge:R:1
S -1.184 -3.220 -0.833 0.26
H -1.611 -3.254 -2.021 -0.35
C 0.911 1.759 0.368 -0.25
C 0.282 0.315 0.555 -0.74
S -1.311 0.188 -0.432 0.20
H 0.239 2.483 1.030 0.09
H 0.917 1.872 -0.721 0.03
H 1.866 1.961 0.794 0.01
H 1.017 -0.549 0.361 0.06
H -0.019 0.184 1.635 0.03
H -1.107 -1.737 -0.737 -0.33
```



Arrangement iii

Here is a 2-piece molecular cluster, C2H7S2 overall from the OMol25 dataset. Energies are from ωB97M-V/def2-TZVPD.

Output
HOMO energy = -3.1 eV
spin multiplicity = 1
Kohn-Sham gap = 0.2537 hartree
total charge = -1

XYZ file:
```
11
Properties=species:S:1:pos:R:3:lowdin_charge:R:1
S -2.254 -1.664 0.855 -0.11
H -3.108 -1.875 -0.192 -0.37
C 1.451 -0.107 -0.211 -0.21
C 0.441 0.992 0.149 -0.71
S -1.041 0.987 -0.890 0.45
H 1.912 0.141 -1.173 0.05
H 0.994 -1.122 -0.305 0.06
H 2.167 -0.201 0.609 0.05
H 0.248 0.954 1.218 0.05
H 0.903 1.956 -0.030 0.03
H -1.713 -0.060 -0.031 -0.30
```



The structure with the greatest stability is arrangement iii.



Arrangement i

Here is C5H14N4 as an isolated structure from the OMol25 dataset. Energies are from ωB97M-V/def2-TZVPD.

Output
HOMO energy = -7.8 eV
spin multiplicity = 1
Kohn-Sham gap = 0.3192 hartree

XYZ file:
```
23
Properties=species:S:1:pos:R:3:lowdin_charge:R:1
C -0.011 -1.294 -0.269 -0.32
C 2.113 1.525 -0.503 -0.10
C -2.386 0.806 0.026 -0.07
C -0.661 -1.743 -1.556 -0.10
N 1.254 0.834 0.442 -0.38
C -0.931 0.435 0.046 -0.19
N 1.761 0.976 1.755 0.03
N -0.275 -2.124 0.832 0.03
N -0.103 1.348 0.355 0.04
H 1.067 -1.240 -0.401 0.11
H 1.131 0.457 2.363 0.06
H 1.712 1.958 2.046 0.07
H 0.308 -1.933 1.635 0.07
H -1.254 -2.168 1.080 0.08
H 2.136 2.615 -0.322 0.07
H 3.110 1.099 -0.420 0.08
H 1.723 1.354 -1.505 0.07
H -2.806 0.586 -0.957 0.07
H -2.937 0.204 0.751 0.07
H -2.537 1.866 0.247 0.07
H -0.189 -2.676 -1.888 0.08
H -1.729 -1.883 -1.420 0.07
H -0.496 -1.003 -2.337 0.07
```



Arrangement ii

Here is one molecule with the formula C5H14N4 from the OMol25 dataset. Energies are from ωB97M-V/def2-TZVPD.

Output
HOMO energy = -7.4 eV
spin multiplicity = 1
Kohn-Sham gap = 0.3055 hartree

XYZ file:
```
23
Properties=species:S:1:pos:R:3:lowdin_charge:R:1
C 2.327 0.410 -1.435 -0.13
C -2.789 -0.914 1.119 -0.18
C 0.291 -1.735 0.272 -0.05
N 1.521 0.969 -0.367 -0.27
N -2.095 -0.697 -0.135 -0.08
C -0.173 0.763 -0.298 -0.25
C -0.404 -0.501 -0.155 -0.18
N 2.230 1.239 0.803 0.00
N -0.880 1.908 -0.476 0.09
H -2.521 0.100 -0.613 0.06
H 2.449 0.376 1.310 0.07
H 1.657 1.815 1.418 0.08
H -0.271 2.719 -0.443 0.10
H -1.413 1.877 -1.340 0.10
H 2.778 -0.553 -1.154 0.06
H 3.145 1.094 -1.695 0.07
H 1.712 0.256 -2.326 0.08
H -2.424 -1.824 1.606 0.06
H -3.868 -1.032 0.948 0.07
H -2.672 -0.069 1.812 0.07
H 0.035 -2.557 -0.402 0.09
H 1.379 -1.629 0.270 0.06
H -0.017 -2.016 1.282 0.08
```



The structure with the greatest stability is arrangement i.



Arrangement i

Here is an isolated ion of composition C2H8N3O2 and charge +1 from the OMol25 dataset. Energies are from ωB97M-V/def2-TZVPD.

Output
HOMO energy (spin up / spin down) = -14.3 / -14.1 eV
spin multiplicity = 1
Kohn-Sham gap (spin up / spin down) = 0.3233 / 0.3212 hartree
total charge = +1

XYZ file:
```
15
Properties=species:S:1:pos:R:3:lowdin_charge:R:1
C 0.051 -0.039 1.774 -0.06
C -0.621 -0.076 0.414 -0.21
N 0.401 0.055 -0.616 0.07
N 0.878 0.076 -2.914 -0.01
N 0.078 -0.060 -1.897 -0.12
O 0.440 -0.153 -4.052 0.04
O -1.155 -0.477 -2.192 0.18
H 0.537 0.916 1.949 0.08
H -0.701 -0.178 2.544 0.09
H 0.782 -0.836 1.868 0.09
H -1.134 -1.028 0.258 0.13
H -1.357 0.731 0.324 0.13
H 1.193 0.648 -0.391 0.18
H 1.847 0.389 -2.762 0.23
H -1.173 -0.597 -3.189 0.17
```



Arrangement ii

Here is a 2-piece molecular cluster, C2H8N3O2 overall from the OMol25 dataset. Energies are from ωB97M-V/def2-TZVPD.

Output
HOMO energy (spin up / spin down) = -14.7 / -14.7 eV
spin multiplicity = 1
Kohn-Sham gap (spin up / spin down) = 0.3408 / 0.3408 hartree
total charge = +1

XYZ file:
```
15
Properties=species:S:1:pos:R:3:lowdin_charge:R:1
C -0.878 1.567 -0.058 0.06
C -1.461 -0.628 0.563 -0.07
N -0.496 0.432 0.390 -0.11
N 1.376 -1.166 -0.019 -0.05
N 1.543 -0.085 0.650 0.11
O 0.669 -1.060 -1.135 0.09
O 1.894 0.933 -0.189 0.06
H -0.300 2.364 -0.504 0.09
H -2.046 1.628 -0.403 0.15
H 2.365 1.511 0.368 0.11
H -1.200 -1.523 -0.030 0.09
H -1.574 -0.860 1.608 0.10
H -2.373 -0.251 0.076 0.09
H 1.351 -1.996 0.557 0.19
H 1.131 -0.867 -1.875 0.09
```



Arrangement iii

Here is an isolated ion of composition C2H8N3O2 and charge +1 from the OMol25 dataset. Energies are from ωB97M-V/def2-TZVPD.

Output
HOMO energy = -15.2 eV
spin multiplicity = 1
Kohn-Sham gap = 0.3672 hartree
total charge = +1

XYZ file:
```
15
Properties=species:S:1:pos:R:3:lowdin_charge:R:1
C 2.463 -0.164 0.011 -0.08
C 1.171 0.661 -0.035 -0.20
N 0.006 -0.181 0.130 0.10
N -2.339 -0.915 0.018 0.05
N -1.116 0.270 -0.150 -0.21
O -3.503 -0.276 0.058 0.02
O -1.543 1.350 -0.147 0.20
H 2.207 -1.050 -0.612 0.08
H 3.343 0.370 -0.417 0.10
H 2.788 -0.431 1.124 0.13
H 1.218 1.452 0.811 0.16
H 1.012 1.229 -1.018 0.16
H 0.184 -1.110 0.319 0.15
H -2.349 -1.379 -1.007 0.20
H -3.544 0.173 0.915 0.14
```



The structure with the greatest stability is arrangement i.



Arrangement i

Here is C2H5PS as an isolated structure from the OMol25 dataset. Energies are from ωB97M-V/def2-TZVPD.

Output
HOMO energy = -8.6 eV
spin multiplicity = 1
Kohn-Sham gap = 0.3071 hartree

XYZ file:
```
9
Properties=species:S:1:pos:R:3:lowdin_charge:R:1
C 1.414 0.204 -0.577 -0.69
C -0.210 -0.645 -0.029 -0.49
P -1.399 0.745 -0.038 0.72
S 2.724 0.109 0.305 0.65
H 1.288 0.714 -1.516 0.00
H 0.010 -1.096 0.929 0.03
H -0.390 -1.361 -0.824 0.03
H -0.989 1.286 1.182 -0.12
H -2.448 0.045 0.567 -0.13
```



Arrangement ii

Here is a 2-piece molecular cluster, C2H5PS overall from the OMol25 dataset. Energies are from ωB97M-V/def2-TZVPD.

Output
HOMO energy (spin up / spin down) = -8.4 / -8.4 eV
spin multiplicity = 1
Kohn-Sham gap (spin up / spin down) = 0.2918 / 0.2918 hartree

XYZ file:
```
9
Properties=species:S:1:pos:R:3:lowdin_charge:R:1
C 1.537 -0.239 0.483 -0.51
C -1.802 0.611 -0.438 -0.54
P 2.031 -1.866 0.532 0.73
S -0.919 -0.130 0.990 0.46
H 1.753 0.769 0.459 -0.07
H -1.907 -0.104 -1.282 0.02
H -1.143 1.495 -0.795 0.05
H -2.808 0.787 -0.005 0.02
H 3.259 -1.325 0.055 -0.15
```



The structure with the greatest stability is arrangement i.